{
  "formula": "C4H13N2S2",
  "method": "the ωB97M-V functional and the def2-TZVPD basis",
  "e_tot_ev": -28994.746,
  "e_above_lowest_kj_mol": 881.0,
  "homo_ev": -12.76,
  "mol_weight_g_mol": 153.3,
  "homo_lumo_gap_ev": 3.780,
  "charge": 1,
  "max_force_ev_per_a": 4.8,
  "lumo_ev": -8.981,
  "elements": ["N", "C", "C", "S", "S", "C", "C", "N", "H", "H", "H", "H", "H", "H", "H", "H", "H", "H", "H", "H", "H"],
  "xyz": [[1.902, -1.164, -1.278], [1.936, -1.047, 0.139], [2.999, -0.036, 0.619], [2.088, 1.140, 1.683], [-1.145, -0.580, -1.072], [-1.525, 1.049, -0.362], [-3.041, 0.928, -0.107], [-3.296, -0.183, 0.768], [0.924, -1.381, -1.438], [2.530, -1.858, -1.706], [1.408, 1.183, -0.151], [1.959, -1.983, 0.784], [0.920, -0.725, 0.515], [3.570, 0.544, -0.202], [3.776, -0.509, 1.210], [-1.297, 1.804, -1.092], [-0.981, 1.397, 0.528], [-3.500, 1.826, 0.259], [-3.582, 0.780, -1.091], [-2.691, -0.103, 1.577], [-2.954, -1.082, 0.416]],
  "nbo_charge": [-0.74, -0.25, -0.58, 0.14, 0.37, -0.61, -0.26, -0.68, 0.37, 0.41, 0.13, 0.25, 0.21, 0.25, 0.24, 0.27, 0.29, 0.25, 0.22, 0.36, 0.37]
}